Entry 1:
42
Properties=species:S:1:pos:R:3:mulliken_charge:R:1 method="wB97M-V/def2-TZVPD" total_energy_ha=-1687.910721 lumo_energy_ev=-11.831 e_above_lowest_kcal_mol=1.01 homo_lumo_gap_ha=0.265 largest_force_ha_per_bohr=0.0626 charge=+3
Ta 8.765 9.094 8.954 1.45
C 9.375 10.797 5.600 -1.54
C 8.537 10.730 6.861 0.20
C 9.100 11.318 8.032 -0.04
C 8.236 11.582 9.132 -0.82
C 6.870 11.260 8.983 -0.31
C 6.279 10.754 7.837 -0.64
C 7.143 10.405 6.823 -0.04
H 9.305 9.973 4.888 0.44
H 10.378 11.045 5.757 0.47
H 8.933 11.642 5.015 0.41
H 10.154 11.606 8.009 0.44
H 8.625 11.943 10.069 0.73
H 6.302 11.387 9.901 0.47
H 5.211 10.684 7.824 0.53
H 6.749 9.943 5.905 0.53
F 11.024 6.151 5.734 -0.25
C 10.934 5.041 6.507 0.62
F 12.124 4.524 6.612 -0.21
F 10.193 4.141 5.834 -0.22
C 10.456 5.456 7.912 -0.03
C 10.851 4.626 8.976 -0.37
C 10.654 5.134 10.263 -0.81
C 10.089 6.402 10.455 -0.01
N 9.719 7.164 9.437 -0.19
C 9.931 6.699 8.183 0.80
S 9.643 8.029 7.109 -0.22
H 11.350 3.677 8.777 0.52
H 10.971 4.637 11.199 0.41
H 10.045 6.854 11.436 0.40
C 8.441 9.703 12.448 -0.76
C 9.727 9.914 11.773 0.74
N 10.833 10.184 12.362 -0.26
O 9.817 9.745 10.471 -0.82
H 7.683 10.348 11.983 0.19
H 8.522 9.953 13.494 0.51
H 8.148 8.653 12.312 0.16
H 10.740 10.304 13.358 0.29
H 11.759 10.188 11.940 0.27
O 5.416 7.346 10.893 -0.21
C 6.272 7.676 10.247 0.71
N 7.184 8.060 9.525 -0.56

***

Entry 2:
44
Properties=species:S:1:pos:R:3:lowdin_spin:R:1 method="wB97M-V/def2-TZVPD" total_energy_ha=-2704.701385 lumo_energy_ev="-0.281 / -0.272" e_above_lowest_kcal_mol=35.48 spin_multiplicity=2 homo_lumo_gap_ha="0.304 / 0.298" largest_force_ha_per_bohr=0.0420 charge=0
Mn -1.602 -0.565 0.039 0.99
C -2.500 1.773 -0.099 -0.01
C -2.591 1.306 1.243 -0.01
C -3.497 0.219 1.260 0.02
C -3.901 -0.041 -0.074 -0.01
C -3.306 0.949 -0.909 -0.01
H -2.037 2.698 -0.403 0.00
H -2.225 1.833 2.111 0.00
H -3.888 -0.261 2.142 0.00
H -4.711 -0.695 -0.363 0.00
H -3.541 1.119 -1.948 0.00
C 0.243 -1.832 3.249 0.00
C -0.259 -2.695 2.077 0.00
O -0.881 -1.970 1.129 0.02
C -1.218 -3.775 2.648 0.00
F -0.648 -4.496 3.628 0.00
F -1.651 -4.642 1.731 0.00
F -2.308 -3.209 3.180 0.00
C 0.958 -3.414 1.433 0.00
F 1.662 -4.156 2.296 0.00
F 1.810 -2.509 0.925 0.00
F 0.619 -4.211 0.415 0.00
H -0.614 -1.334 3.700 0.00
H 0.924 -1.079 2.857 0.00
H 0.750 -2.441 3.991 0.00
O 1.234 5.524 -1.705 0.00
C 2.375 4.721 -1.819 0.00
N 1.889 3.366 -1.840 0.00
C 2.694 2.280 -1.831 0.00
O 3.905 2.359 -1.833 0.00
C 1.971 0.968 -1.843 0.00
C 2.630 -0.163 -2.334 0.00
C 1.921 -1.352 -2.403 0.00
C 0.601 -1.384 -1.991 0.00
N -0.029 -0.317 -1.469 0.00
C 0.667 0.829 -1.396 0.00
H 1.488 6.452 -1.697 0.00
H 3.058 4.853 -0.965 0.00
H 2.934 4.940 -2.744 0.00
H 0.888 3.298 -1.929 0.00
H 3.657 -0.078 -2.653 0.00
H 2.386 -2.246 -2.785 0.00
H 0.007 -2.289 -2.066 0.00
H 0.135 1.668 -0.958 0.00

***

Entry 3:
38
Properties=species:S:1:pos:R:3:mulliken_charge:R:1 method="wB97M-V/def2-TZVPD" total_energy_ha=-992.919034 lumo_energy_ev=0.536 e_above_lowest_kcal_mol=26.63 homo_lumo_gap_ha=0.315 smiles=Cc1nc2ncnn2c2c1CCN2[C@@H](C)c1ccc(F)cc1 largest_force_ha_per_bohr=0.0702 charge=0
F -3.284 3.291 -3.167 -0.31
N 2.648 1.355 -0.591 -1.03
N 4.302 -0.186 -1.023 -0.68
N 3.353 -2.069 0.174 -0.76
C 3.776 1.071 -1.206 -0.24
C 3.381 -0.755 -0.311 0.33
C 2.411 -2.429 1.024 1.00
C 1.378 -0.188 0.998 0.58
C 1.388 -1.478 1.477 -0.09
C -1.766 1.828 -2.074 -0.50
C -2.465 3.832 -0.978 -0.53
C -0.964 1.484 -0.948 -0.16
C -1.613 3.525 0.117 -0.45
C -2.542 2.995 -2.099 0.15
C -0.911 2.320 0.170 0.29
N 2.421 0.195 0.080 0.57
N 0.263 0.489 1.528 0.33
C 2.428 -3.813 1.580 -1.14
C 0.185 -1.760 2.375 -0.81
C -0.593 -0.438 2.350 -0.68
C 1.017 2.847 1.673 -1.58
C -0.176 1.906 1.435 -0.03
H 4.273 1.790 -1.837 0.44
H -1.710 1.116 -2.862 0.43
H -3.111 4.730 -1.035 0.35
H -0.467 0.515 -0.902 0.26
H -1.594 4.208 0.946 0.38
H 3.186 -4.479 1.205 0.36
H 2.580 -3.783 2.677 0.30
H 1.434 -4.234 1.395 0.32
H -0.427 -2.617 1.998 0.36
H 0.490 -1.968 3.390 0.35
H -1.538 -0.566 1.795 0.25
H -0.786 -0.082 3.353 0.30
H 0.684 3.802 2.051 0.48
H 1.777 2.437 2.348 0.36
H 1.536 3.123 0.757 0.41
H -0.855 2.096 2.244 0.40

***

Entry 4:
36
Properties=species:S:1:pos:R:3:mulliken_charge:R:1 method="wB97M-V/def2-TZVPD" total_energy_ha=-879.247629 lumo_energy_ev=0.451 e_above_lowest_kcal_mol=59.32 homo_lumo_gap_ha=0.304 smiles=C[C@H]1Nc2ccc(-c3coc(C#N)c3)cc2C(C)(C)O1 largest_force_ha_per_bohr=0.0414 charge=0
N 6.183 -4.976 0.610 -0.45
C 5.471 -4.063 0.604 0.01
O 5.112 -1.603 0.721 -0.38
O -1.623 2.998 1.040 -0.45
C 4.014 -0.743 0.758 -0.49
C 4.627 -2.881 0.664 0.38
C 3.262 -2.847 0.711 -1.06
C 2.838 -1.467 0.785 0.78
C 0.317 -1.727 0.770 -1.06
C -0.964 -1.174 0.762 -0.94
C 1.236 0.469 0.879 0.08
C 1.437 -0.940 0.828 0.61
C -1.141 0.221 0.779 0.50
C -0.027 1.033 0.859 -0.09
N -2.424 0.757 0.729 -0.25
C -2.899 2.367 -1.028 -1.27
C 0.576 3.152 2.031 -1.75
C 0.324 3.144 -0.476 -1.39
C -2.644 2.185 0.450 0.18
C -0.224 2.564 0.858 1.50
H 4.126 0.332 0.776 0.51
H 2.609 -3.747 0.723 0.34
H 0.393 -2.794 0.704 0.38
H -1.837 -1.846 0.723 0.28
H 2.077 1.130 0.873 0.18
H -3.152 0.124 0.402 0.25
H -2.736 3.421 -1.282 0.32
H -2.161 1.805 -1.618 0.28
H -3.920 2.053 -1.277 0.44
H 0.373 2.560 2.952 0.38
H 0.291 4.154 2.249 0.49
H 1.640 3.130 1.870 0.34
H 0.132 4.192 -0.543 0.38
H -0.077 2.571 -1.324 0.29
H 1.417 3.023 -0.484 0.42
H -3.574 2.471 0.970 0.28

***

Entry 5:
43
Properties=species:S:1:pos:R:3:lowdin_spin:R:1 method="wB97M-V/def2-TZVPD" total_energy_ha=-1618.153538 lumo_energy_ev="-4.311 / -5.149" spin_multiplicity=3 homo_lumo_gap_ha="0.238 / 0.250" largest_force_ha_per_bohr=0.0289 charge=+1
W 0.192 0.285 -0.484 1.45
N 3.452 2.910 0.143 0.02
C 2.264 2.448 -0.221 0.01
S 2.222 1.183 -1.474 0.04
N 1.152 2.950 0.224 -0.03
N 0.045 2.300 -0.164 0.00
C -1.079 2.964 -0.350 0.15
C -2.093 2.210 -0.988 0.04
C -3.344 2.753 -1.327 0.03
C -4.237 2.013 -2.060 0.04
C -3.866 0.708 -2.416 0.03
C -2.645 0.210 -2.029 0.05
N -1.726 0.918 -1.331 0.05
H 4.286 2.572 -0.309 0.00
H 3.520 3.616 0.859 0.00
H -1.166 4.020 -0.142 0.01
H -3.560 3.757 -1.001 0.00
H -5.197 2.416 -2.340 0.00
H -4.530 0.089 -2.996 0.00
H -2.378 -0.801 -2.307 0.00
N -1.374 -0.125 1.505 0.00
N -0.495 -0.493 2.557 0.00
C 0.885 -0.180 2.449 0.00
O 1.599 -0.334 3.399 0.00
O 1.222 0.216 1.267 0.03
H -1.871 0.750 1.723 0.00
H -2.069 -0.866 1.369 0.00
H -0.853 -0.500 3.505 0.00
C 0.249 -1.345 -1.931 0.02
C 0.887 -1.973 -0.760 0.01
C 2.295 -1.939 -0.591 0.00
C 2.898 -2.489 0.516 0.02
C 2.116 -3.094 1.509 -0.01
C 0.728 -3.167 1.358 0.01
C 0.118 -2.616 0.245 0.00
C 2.737 -3.667 2.647 0.00
N 3.250 -4.140 3.554 -0.01
H -0.641 -1.896 -2.251 0.01
H 0.937 -1.259 -2.780 0.01
H 2.905 -1.516 -1.380 0.00
H 3.972 -2.457 0.612 0.00
H 0.139 -3.664 2.115 0.00
H -0.947 -2.769 0.078 0.00

***

Entry 6:
41
Properties=species:S:1:pos:R:3:mulliken_charge:R:1 method="wB97M-V/def2-TZVPD" total_energy_ha=-1802.761192 lumo_energy_ev=0.258 e_above_lowest_kcal_mol=25.62 homo_lumo_gap_ha=0.346 largest_force_ha_per_bohr=0.0654 charge=0
Ba -1.104 1.835 0.900 1.78
O 1.081 1.522 4.070 -0.66
C 0.764 1.051 2.999 0.16
O -0.408 0.593 2.629 -0.93
C 1.816 1.063 1.854 0.96
C 3.163 1.064 2.169 -0.55
C 4.076 1.168 1.134 -0.32
C 3.630 1.296 -0.173 -0.65
C 2.268 1.287 -0.410 -0.59
N 1.382 1.161 0.580 -0.05
H 3.456 0.999 3.207 0.50
H 5.138 1.165 1.346 0.41
H 4.324 1.410 -0.994 0.41
H 1.869 1.390 -1.412 0.42
C -3.346 -1.833 -0.474 -1.34
P -1.785 -0.880 -0.639 0.47
C -1.767 -0.569 -2.450 -1.36
C -0.543 -2.207 -0.425 0.63
C 0.083 -2.307 0.818 -0.52
C 1.024 -3.301 1.059 -0.60
C 1.353 -4.202 0.057 -0.40
C 0.735 -4.114 -1.185 -0.66
C -0.208 -3.123 -1.423 -0.23
H -3.352 -2.713 -1.119 0.38
H -4.195 -1.198 -0.736 0.39
H -3.471 -2.159 0.559 0.34
H -2.063 -1.433 -3.047 0.42
H -0.773 -0.249 -2.767 0.38
H -2.455 0.252 -2.664 0.41
H -0.163 -1.597 1.603 0.30
H 1.498 -3.361 2.031 0.42
H 2.093 -4.971 0.244 0.39
H 0.987 -4.818 -1.968 0.39
H -0.680 -3.068 -2.397 0.24
Cl -3.761 4.122 0.552 -0.25
C -2.468 4.906 -0.530 -0.28
C -1.296 3.945 -0.524 0.45
O -0.435 4.078 0.402 -0.81
O -1.369 2.929 -1.270 -0.69
H -2.204 5.856 -0.085 0.31
H -2.895 5.009 -1.520 0.30